A structure of composition C7H10N3 in a non-equilibrium geometry. Source: the Open Molecules 2025 dataset; level of theory: wB97M-V/def2-TZVPD.

Output
DFT total energy, a.u.: -436.59926
Frontier orbital gap, eV: 8.26
ΔE to the lowest compared entry with this formula, charge and spin, eV: 4.5427
Total charge: +1

Each line ends with the Mulliken charge.
Element x y z (Å)
C -0.93 -3.55 -0.41  0.0155
C -0.81 -1.14 -0.13  0.4141
C -1.60 -0.01 0.05  0.2959
C 0.90 -0.18 -0.12  0.5230
C -3.08 -0.01 0.15  -1.1520
C 2.22 -0.75 -0.24  -1.2272
C 1.13 2.22 0.19  -0.9093
N -0.95 1.13 0.14  -0.9181
N -0.90 -2.40 -0.24  -0.1726
N 0.39 0.99 0.05  0.6729
H -0.97 -4.60 -0.39  0.5135
H -3.51 -0.93 -0.24  0.3398
H -3.37 0.10 1.20  0.2910
H -3.48 0.85 -0.39  0.3428
H 2.37 -1.55 0.48  0.3214
H 2.36 -1.18 -1.24  0.3086
H 2.98 0.01 -0.08  0.3442
H 2.00 2.23 -0.47  0.3543
H 0.45 3.04 -0.06  0.3100
H 1.45 2.34 1.23  0.3321

***

The ion C7H10N3O with charge +1 in a non-equilibrium geometry. Source: the Open Molecules 2025 dataset; level of theory: wB97M-V/def2-TZVPD.

Output
DFT total energy, a.u.: -511.81422
Frontier orbital gap (spin up / spin down), eV: 7.14 / 7.14
ΔE to the lowest compared entry with this formula, charge and spin, eV: 5.7764
Total charge: +1

Each line ends with the Mulliken charge.
Element x y z (Å)
C -0.56 0.03 1.68  -0.7031
C 0.87 1.58 0.81  -0.8759
C 0.28 1.22 1.95  0.6467
C -0.53 -0.12 0.32  0.5064
C -1.05 -1.36 -0.35  -0.6714
C 1.13 0.66 -1.32  0.2045
C 0.18 -1.11 -2.81  -0.4716
N 0.40 0.75 -0.17  0.0840
N 0.61 1.69 3.19  -0.4724
N -1.06 -1.42 -1.93  -0.2272
O 1.01 -0.13 -2.31  -0.2454
H -1.31 -0.50 2.31  0.3570
H 1.46 2.38 0.62  0.4394
H -0.32 -2.08 -0.01  0.3236
H -2.09 -1.70 -0.02  0.3923
H 1.88 1.49 -1.42  0.3096
H 0.68 -1.95 -3.32  0.2657
H 0.37 1.22 4.13  0.2188
H 1.24 2.37 3.26  0.1692
H -1.52 -2.28 -2.42  0.3732
H -1.69 -0.73 -2.22  0.3767

***

A cluster of 2 separate species, C7H10N3O in total in a non-equilibrium geometry. Source: the Open Molecules 2025 dataset; level of theory: wB97M-V/def2-TZVPD.

Output
DFT total energy, a.u.: -511.76544
Frontier orbital gap (spin up / spin down), eV: 7.61 / 7.01
ΔE to the lowest compared entry with this formula, charge and spin, eV: 7.1037
Total charge: +1

Each line ends with the Mulliken charge.
Element x y z (Å)
C -1.62 2.78 -0.26  -0.3575
C -1.20 2.36 1.08  -0.4157
C -1.36 2.00 -1.33  -0.6291
C -0.60 1.19 1.29  -0.4831
C -0.52 0.76 -1.23  0.6374
C -0.06 0.44 0.16  0.4850
C -0.23 -0.01 -2.25  0.1174
N 0.90 -1.83 0.03  -0.5423
N 0.00 -0.73 -3.23  -0.2155
N 1.97 -2.83 2.34  -0.7637
O 0.46 -0.75 0.58  -0.0597
H -1.97 3.84 -0.48  0.3263
H -1.38 2.98 1.92  0.3955
H -1.53 2.29 -2.37  0.3546
H -0.34 0.87 2.31  0.3862
H 1.33 -2.44 0.83  0.4770
H -0.47 -1.60 -3.43  0.2860
H 0.78 -0.50 -3.82  0.2959
H 1.81 -2.17 3.13  0.2232
H 2.81 -3.22 2.56  0.1981
H 1.20 -3.44 2.17  0.2842

***

The molecule C7H10N3O3P in a non-equilibrium geometry. Source: the Open Molecules 2025 dataset; level of theory: wB97M-V/def2-TZVPD.

Output
DFT total energy, a.u.: -1003.86018
Frontier orbital gap (spin up / spin down), eV: 6.31 / 6.95
ΔE to the lowest compared entry with this formula, charge and spin, eV: 1.6077
Total charge: 0

Each line ends with the Mulliken charge.
Element x y z (Å)
C 1.28 -1.38 -0.40  0.7853
C 0.29 1.99 -0.35  0.8308
C -2.06 -1.03 0.62  0.3889
C 2.16 -0.46 0.11  -0.1762
C 1.91 -2.55 -1.19  -1.7402
C 0.06 3.31 -1.03  -1.0618
C -2.26 -0.65 2.09  -0.8977
N 0.00 -1.49 -0.21  -0.7394
N 1.40 1.82 0.20  -0.5463
N -0.78 -0.48 0.15  0.8621
O -2.81 -1.58 -0.12  -0.4763
O -2.38 1.56 -0.23  -0.5981
O 1.86 0.65 0.84  -0.1978
P -1.17 0.99 -0.78  0.0058
H 3.22 -0.78 0.18  0.3471
H 2.30 -3.22 -0.52  0.3881
H 2.65 -2.25 -1.76  0.4963
H 1.21 -3.12 -1.75  0.4008
H 0.95 3.59 -1.48  0.4036
H -0.33 3.83 -0.20  0.3044
H -0.77 3.03 -1.70  0.3393
H -1.26 -0.73 2.71  0.2633
H -2.77 -1.43 2.67  0.3756
H -2.70 0.36 2.14  0.2425

***

A cluster of 2 separate species, C7H10N3O4 in total in a non-equilibrium geometry. Source: the Open Molecules 2025 dataset; level of theory: wB97M-V/def2-TZVPD.

Output
DFT total energy, a.u.: -737.98471
Frontier orbital gap, eV: 8.15
ΔE to the lowest compared entry with this formula, charge and spin, eV: 0.0000
Total charge: -1

Each line ends with the Mulliken charge.
Element x y z (Å)
C 0.65 -2.38 0.36  0.4607
C 0.18 -1.05 2.07  0.4838
C -1.83 0.36 -0.78  -0.0654
C 0.79 3.01 -0.62  -1.2815
C 0.53 -0.06 -1.73  -1.8571
C 0.04 1.76 0.02  -0.2045
C -0.48 0.74 -0.99  1.7472
N -0.10 -3.11 1.27  -0.1107
N -0.40 -2.34 2.44  -0.4820
N 0.83 -1.14 0.89  -0.4607
O -2.69 -0.24 -0.20  -0.6232
O 1.08 -2.87 -0.63  -0.6845
O 0.01 -0.05 2.74  -0.6974
O -1.75 1.29 -1.75  -0.5343
H 1.06 3.79 0.06  0.3647
H 0.06 3.42 -1.31  0.3219
H 1.60 2.72 -1.28  0.3348
H 1.45 -0.45 -1.33  0.2924
H 0.10 -0.88 -2.16  0.5602
H 0.79 0.69 -2.55  0.3773
H -0.89 2.11 0.49  0.3707
H 0.63 1.08 0.82  0.1595
H -0.31 -4.14 1.41  0.2476
H -1.39 -2.27 2.74  0.2805

***

The molecule C7H10N4O in a non-equilibrium geometry. Source: the Open Molecules 2025 dataset; level of theory: wB97M-V/def2-TZVPD.

Output
DFT total energy, a.u.: -566.98550
Frontier orbital gap, eV: 9.87
ΔE to the lowest compared entry with this formula, charge and spin, eV: 1.1344
Total charge: 0
SMILES: CCNC(=O)Nc1ncccn1

Each line ends with the Mulliken charge.
Element x y z (Å)
C -2.35 -1.11 -3.59  -1.3414
C -2.00 -1.32 -2.11  -0.1964
N -0.75 -0.51 -1.78  -0.2620
C -0.38 -0.55 -0.43  0.5397
O -0.86 -1.41 0.29  -0.6062
N 0.53 0.34 0.03  -0.0964
C 1.22 0.64 1.26  0.3764
N 2.00 1.61 1.24  -0.5748
C 2.46 2.07 2.39  -0.1087
C 2.19 1.43 3.64  -0.4000
C 1.36 0.25 3.49  -0.0467
N 0.86 -0.09 2.34  -0.4320
H -2.35 -0.11 -3.79  0.3939
H -3.21 -1.56 -3.81  0.4741
H -1.58 -1.69 -4.31  0.2445
H -1.83 -2.36 -1.67  0.2943
H -2.81 -0.92 -1.44  0.2312
H -0.46 0.13 -2.48  0.2384
H 0.92 0.91 -0.71  0.1903
H 3.05 2.96 2.45  0.3858
H 2.78 1.63 4.60  0.3071
H 1.22 -0.37 4.37  0.3888

***

The molecule C7H10N4O3 in a non-equilibrium geometry. Source: the Open Molecules 2025 dataset; level of theory: wB97M-V/def2-TZVPD.

Output
DFT total energy, a.u.: -717.12942
<S²>: 2.012
Frontier orbital gap (spin up / spin down), eV: 4.89 / 6.19
ΔE to the lowest compared entry with this formula, charge and spin, eV: 3.0670
Spin multiplicity: 3
Total charge: 0

Each line ends with the Mulliken charge.
Element x y z (Å)
C 2.66 -1.14 -0.59  -0.0696
C 1.94 -0.30 0.23  0.4163
C 1.08 1.79 0.48  0.1133
C 0.43 -0.36 0.18  0.1313
C -1.15 1.42 -1.87  -0.8614
C -1.43 -2.19 1.64  -0.5949
C -1.25 1.53 -0.31  -0.5559
N 3.25 -1.93 -1.18  -0.5465
N 2.28 1.06 0.36  -0.0960
N -0.02 0.97 0.24  0.2473
N -0.46 -1.32 -0.53  -0.0275
O 1.23 -0.80 1.29  -0.4341
O 1.00 2.95 0.67  -0.5272
O -1.58 -1.63 0.32  -0.3259
H -2.13 1.24 -2.35  0.3094
H -0.69 2.35 -2.25  0.3377
H -0.38 0.58 -2.09  0.2272
H -0.98 -1.48 2.22  0.3288
H -0.94 -3.21 1.57  0.2520
H -2.44 -2.27 1.82  0.2774
H -1.32 2.55 -0.09  0.4523
H -2.20 0.99 0.15  0.3053
H 3.12 1.45 0.61  0.1948
H -0.01 -2.26 -0.54  0.4460

***

The molecule C7H10N4OS in a non-equilibrium geometry. Source: the Open Molecules 2025 dataset; level of theory: wB97M-V/def2-TZVPD.

Output
DFT total energy, a.u.: -965.15985
Frontier orbital gap, eV: 8.23
ΔE to the lowest compared entry with this formula, charge and spin, eV: 0.0000
Total charge: 0
SMILES: CCSc1nccnc1C(=O)NN

Each line ends with the Mulliken charge.
Element x y z (Å)
C 1.43 2.15 3.38  -1.2228
C 0.67 1.06 2.68  -0.2219
S 1.00 1.01 0.87  -0.1250
C 0.17 -0.47 0.32  0.5205
N 0.01 -1.41 1.29  -0.4333
C -0.68 -2.53 0.98  -0.2398
C -1.12 -2.72 -0.32  -0.2867
N -0.93 -1.85 -1.31  -0.4830
C -0.26 -0.70 -1.01  0.3696
C -0.09 0.25 -2.14  0.3248
O 0.63 1.21 -2.09  -0.6544
N -0.78 -0.01 -3.33  -0.0074
N -0.76 0.89 -4.45  -0.7935
H 1.11 2.24 4.42  0.3606
H 1.22 3.09 2.87  0.3293
H 2.49 1.96 3.36  0.3332
H 0.97 0.09 3.12  0.2992
H -0.40 1.18 2.81  0.2924
H -0.93 -3.25 1.75  0.3932
H -1.72 -3.59 -0.49  0.3984
H -1.43 -0.82 -3.30  0.3200
H -0.33 1.78 -4.18  0.2950
H -0.28 0.45 -5.24  0.2316

***

The molecule C7H10N4S in a non-equilibrium geometry. Source: the Open Molecules 2025 dataset; level of theory: wB97M-V/def2-TZVPD.

Output
DFT total energy, a.u.: -889.73406
<S²>: 2.007
Frontier orbital gap (spin up / spin down), eV: 6.13 / 6.65
ΔE to the lowest compared entry with this formula, charge and spin, eV: 0.0000
Spin multiplicity: 3
Total charge: 0

Each line ends with the Mulliken charge.
Element x y z (Å)
C 1.18 0.66 0.01  0.4982
C 2.09 -1.29 0.11  0.4638
C -1.09 0.04 0.37  0.5663
C 0.80 2.07 -0.10  -0.4816
C -0.70 2.36 0.36  -0.4805
C 3.26 -2.24 0.03  -0.9178
C -3.82 -0.92 -0.49  -0.7517
N 2.31 0.02 -0.03  -0.7409
N 0.85 -1.56 0.27  -1.2817
N -1.48 1.23 0.43  -0.4346
N 0.23 -0.35 0.22  0.7400
S -2.41 -1.62 0.31  0.0357
H 1.55 2.64 0.53  0.2684
H 0.97 2.47 -1.05  0.2653
H -0.82 2.88 1.42  0.2547
H -1.08 3.06 -0.39  0.2427
H 3.29 -2.58 -1.06  0.2081
H 4.22 -1.67 0.29  0.3086
H 2.84 -3.19 0.54  0.2967
H -4.67 -1.47 -0.39  0.3408
H -3.58 -0.59 -1.45  0.3203
H -3.95 0.04 0.08  0.2791

***

The ion C7H10NO3S2 with charge +1 in a non-equilibrium geometry. Source: the Open Molecules 2025 dataset; level of theory: wB97M-V/def2-TZVPD.

Output
DFT total energy, a.u.: -1349.20515
Frontier orbital gap, eV: 8.68
ΔE to the lowest compared entry with this formula, charge and spin, eV: 1.8271
Total charge: +1
SMILES: C[C@H](C(=S)S)[N+]1(O)C(=O)CCC1=O

Each line ends with the Mulliken charge.
Element x y z (Å)
C -1.70 1.87 -0.01  -1.4239
C -1.13 0.52 -0.56  -0.2363
C -1.95 -0.56 -0.10  0.6553
S -1.24 -1.86 0.65  -0.2069
S -3.61 -0.49 -0.54  -0.0989
N 0.40 0.18 -0.20  0.4523
O 1.29 1.14 -0.66  -0.5244
C 0.67 -1.13 -0.87  0.4704
O 0.31 -1.23 -2.01  -0.5036
C 1.76 -1.84 -0.07  -0.6958
C 1.63 -1.25 1.36  -0.5110
C 0.83 0.04 1.25  0.2657
O 0.53 0.89 2.03  -0.4236
H -2.66 2.04 -0.36  0.5208
H -1.96 1.83 1.02  0.4500
H -0.95 2.75 -0.13  0.2883
H -1.11 0.60 -1.60  0.4306
H -4.01 -1.48 0.18  0.1891
H 0.94 1.34 -1.61  0.4618
H 1.74 -2.92 -0.21  0.3660
H 2.58 -1.56 -0.66  0.3794
H 2.67 -1.10 1.81  0.4178
H 0.93 -1.94 1.82  0.2766